[1]
The following is a quantum chemistry calculation of a molecular structure, C20H29BBeBrClKNaO16PS2, from the OMol25 dataset.

Values from the calculation:
electronic energy = -6956.97718 a.u.
gap between HOMO and LUMO = 6.287 eV
E_LUMO = -0.1703 hartree
molecular weight = 817.813 g/mol
max |F| = 2.49 eV/A

```
! wB97M-V def2-TZVPD RIJCOSX def2/J DEFGRID3
* xyz 1 1
C 3.67 3.39 -0.82
C 2.19 3.21 -0.47
C 1.98 2.56 0.89
C 2.39 1.08 0.98
C 1.65 0.18 -0.03
C 0.56 -0.69 0.58
C -0.72 0.04 1.00
C -1.89 -0.18 0.03
P -3.30 0.92 0.41
S -3.28 2.01 2.03
C -1.35 -0.03 -1.41
C -2.39 0.09 -2.54
C -2.13 1.25 -3.50
O -2.80 2.48 -3.06
C -2.14 3.19 -2.18
C -3.02 4.14 -1.37
O -0.94 3.16 -2.01
S -0.33 -1.47 -1.71
O -1.18 -2.56 -2.09
O 0.64 -1.12 -2.69
O 0.26 -1.82 -0.31
H 4.08 2.47 -1.22
H 3.78 4.13 -1.60
H 4.22 3.71 0.06
H 1.74 4.21 -0.46
H 1.70 2.68 -1.30
H 2.60 3.11 1.59
H 0.95 2.68 1.26
H 2.23 0.73 2.00
H 3.46 1.02 0.82
H 2.38 -0.51 -0.46
H 1.30 0.78 -0.87
H 1.01 -1.12 1.47
H -0.48 1.11 1.07
H -1.04 -0.24 2.00
H -2.19 -1.22 0.17
H -3.52 1.69 -0.73
H -4.40 0.05 0.42
H -0.72 0.86 -1.42
H -3.42 0.09 -2.19
H -2.31 -0.80 -3.16
H -1.07 1.39 -3.69
H -2.58 1.00 -4.45
H -3.03 5.14 -1.88
H -4.05 3.78 -1.36
H -2.63 4.30 -0.37
B 1.25 -6.48 -1.76
O 0.55 -6.38 -3.00
C 0.96 -5.27 -3.65
O 0.59 -4.90 -4.71
C 2.00 -4.59 -2.74
O 2.60 -3.58 -2.95
O 2.12 -5.35 -1.62
O 0.21 -6.52 -0.57
C 0.37 -7.58 0.02
O -0.34 -7.94 1.08
C 1.50 -8.45 -0.59
O 1.82 -9.51 -0.16
O 1.97 -7.77 -1.60
Be -2.51 6.44 -2.99
C -1.12 2.69 4.72
C -0.50 1.89 5.85
O 0.87 1.82 5.47
C 1.14 2.86 4.65
O 2.22 3.19 4.30
O -0.01 3.49 4.28
H -1.94 3.32 5.03
H -1.45 2.06 3.89
H -0.57 2.41 6.81
H -0.92 0.90 5.95
Cl 2.98 -1.13 2.92
K -0.82 5.30 -0.73
Br -1.99 -8.50 0.46
Na 3.10 -3.29 4.23
*
```

Atomic partial charges in e from the Löwdin method, atoms 1 to 4:
1 C -0.0852
2 C -0.2780
3 C -0.2099
4 C -0.2380


[2]
The following is a quantum chemistry calculation of a molecular structure, C19H31ClN3O4STl, from the OMol25 dataset.

Values from the calculation:
electronic energy = -2238.37057 a.u.
ΔE to the lowest compared entry with this formula, charge and spin = 31.77 kcal/mol
gap between HOMO and LUMO = 7.513 eV
E_LUMO = -0.0212 hartree
molecular weight = 637.377 g/mol
max |F| = 0.22 eV/A

```
! wB97M-V def2-TZVPD RIJCOSX def2/J DEFGRID3
* xyz 0 1
Tl 0.50 -0.62 0.02
C 1.83 1.09 -3.00
C 2.33 -0.12 -2.27
C 3.25 0.00 -1.22
C 3.78 -1.13 -0.59
C 4.80 -0.98 0.50
C 3.35 -2.39 -1.00
C 2.42 -2.54 -2.03
C 1.96 -3.91 -2.44
C 1.91 -1.41 -2.64
H 2.34 1.18 -3.96
H 2.02 2.00 -2.43
H 0.76 1.02 -3.19
H 3.55 0.98 -0.89
H 5.80 -0.96 0.08
H 4.74 -1.80 1.21
H 4.64 -0.06 1.06
H 3.74 -3.26 -0.49
H 2.60 -4.31 -3.22
H 0.94 -3.88 -2.83
H 1.98 -4.60 -1.60
H 1.14 -1.51 -3.40
O 3.59 -0.31 3.46
Cl 2.27 -0.62 3.00
O 1.30 -0.37 4.04
O 2.19 -1.98 2.55
O 1.95 0.26 1.85
C -4.50 -0.69 -1.13
C -3.80 0.35 -2.02
C -4.44 0.41 -3.41
C -3.83 1.73 -1.35
C -2.39 -0.05 -2.16
N -1.29 -0.36 -2.27
H -5.54 -0.40 -0.99
H -4.01 -0.76 -0.16
H -4.47 -1.68 -1.60
H -5.49 0.70 -3.30
H -4.41 -0.57 -3.90
H -3.94 1.13 -4.05
H -4.86 2.04 -1.22
H -3.31 2.47 -1.96
H -3.34 1.70 -0.37
C -1.16 -1.71 0.87
H -0.68 -2.38 1.60
H -1.48 -2.33 0.02
S 0.02 2.03 -0.09
C -0.32 2.02 1.62
N 0.30 2.91 2.39
C 0.28 2.82 3.85
C -1.11 2.39 4.28
C -1.46 1.08 3.59
N -1.19 1.18 2.15
H 1.06 3.40 1.94
H 0.52 3.81 4.25
H 1.03 2.10 4.19
H -1.83 3.16 4.01
H -1.14 2.25 5.36
H -2.52 0.86 3.70
H -0.88 0.26 4.00
H -1.50 0.38 1.59
*
```

Atomic partial charges in e from the Löwdin method, atoms 1 to 4:
1 Tl 0.8535
2 C -0.0631
3 C -0.3357
4 C -0.0509


Q: What is the formula in the first record?
A: C20H29BBeBrClKNaO16PS2